[1]
Below is a 14-piece molecular cluster, C32H72N8O30S4 overall at a distorted geometry, with properties calculated with ωB97M-V with the def2-TZVPD basis set.

```
146
Properties=species:S:1:pos:R:3
S -9.8147 -18.9869 -11.1956
S -11.4150 -23.7744 -8.0106
S -13.8147 -15.8371 -14.2257
S -16.1901 -19.4911 -15.4282
O -15.8874 -15.4762 -5.6163
O -15.8085 -12.3153 -7.3279
O -20.6748 -18.8860 -8.8557
O -18.8707 -16.0589 -15.1401
O -18.7244 -18.5126 -9.9752
O -16.7658 -18.1218 -15.4317
O -14.7101 -17.2250 -5.5522
O -20.5885 -24.2131 -8.2255
O -15.3337 -16.8879 -10.4114
O -20.0326 -21.3851 -15.6647
O -10.3741 -16.1928 -7.1158
O -12.0591 -15.1576 -7.8448
O -14.1130 -18.7095 -10.3952
O -18.2383 -14.0381 -10.8662
O -13.6860 -21.5564 -13.3848
O -10.1620 -17.6314 -10.7749
O -16.3998 -20.3554 -14.2663
O -14.5909 -21.9359 -11.4673
O -19.1059 -19.7948 -14.4489
O -9.2893 -19.9525 -10.2245
O -14.3185 -17.1177 -13.8154
O -17.4111 -13.5414 -8.0950
O -18.4638 -23.6300 -8.3599
O -11.6568 -24.9995 -8.8003
O -17.3011 -12.4513 -11.9743
O -20.8328 -16.8277 -14.7812
O -10.0061 -23.3068 -7.6739
O -19.7635 -22.4202 -7.0824
O -13.3088 -15.6873 -15.5799
O -19.4770 -17.3365 -8.1646
N -19.5432 -20.9373 -14.6314
N -14.9151 -16.0833 -5.2340
N -11.4749 -16.1723 -7.6663
N -18.2467 -13.1075 -11.6645
N -16.2250 -13.2245 -8.0305
N -19.7110 -16.7153 -14.5263
N -15.0089 -18.0122 -10.8169
N -14.5080 -22.0953 -12.6452
C -9.3723 -19.9071 -13.6659
C -17.3680 -22.7612 -8.2569
C -13.5934 -22.5604 -7.0378
C -17.4743 -21.5369 -9.1324
C -12.5758 -23.6488 -6.5790
C -14.0434 -13.3880 -13.0829
C -22.6239 -19.7395 -9.8281
C -12.9102 -21.5058 -7.9170
C -12.5480 -15.3363 -12.9671
C -11.2740 -19.7045 -12.1459
C -13.9391 -15.5057 -4.2395
C -15.9456 -18.6131 -11.8597
C -15.2072 -14.0301 -8.7811
C -19.6475 -23.4731 -7.8598
C -12.0885 -17.5005 -8.0055
C -19.5995 -18.1768 -9.1248
C -14.1117 -20.5073 -17.0380
C -8.6968 -18.9495 -12.6400
C -14.3855 -19.4711 -15.8653
C -15.4172 -21.3311 -17.1955
C -13.1099 -14.1684 -12.1091
C -20.9747 -21.9922 -6.5940
C -18.2498 -16.5314 -8.2102
C -14.9454 -14.4181 -13.7685
C -21.1118 -20.0278 -9.6144
C -10.9013 -19.5474 -13.6324
C -19.2285 -17.1393 -13.2032
C -12.1531 -22.3929 -8.9907
C -16.6667 -20.4914 -17.0533
C -19.6188 -21.8195 -13.3900
C -19.5403 -13.0159 -12.4445
C -15.4165 -23.0956 -13.2856
H -17.9976 -16.1725 -9.2081
H -12.9978 -16.0071 -4.4643
H -13.8772 -20.1274 -18.0324
H -15.6313 -14.6324 -9.5846
H -18.2624 -15.6840 -7.5247
H -23.0565 -19.7396 -8.8276
H -17.4765 -21.6245 -10.2189
H -13.4657 -12.8432 -13.8296
H -22.8178 -20.6932 -10.3190
H -15.6945 -14.7924 -13.0709
H -13.7383 -19.3830 -14.9927
H -11.8715 -18.3469 -7.3538
H -20.9392 -20.8886 -8.9684
H -14.7292 -12.7234 -12.5574
H -20.9361 -20.9750 -6.2044
H -20.7664 -20.1814 -10.6367
H -8.8128 -17.9502 -13.0597
H -13.2569 -21.1261 -16.7651
H -18.1665 -17.2783 -13.4056
H -15.4467 -14.1750 -14.7054
H -16.4603 -22.9515 -13.0066
H -16.4889 -19.4811 -11.4862
H -14.5615 -13.3319 -9.3138
H -16.6610 -17.9079 -12.2827
H -15.4889 -22.0803 -16.4070
H -22.6660 -18.9299 -10.5567
H -13.6094 -14.5075 -11.2016
H -12.8792 -22.8157 -9.6850
H -11.0793 -18.5083 -13.9092
H -8.8377 -19.6520 -14.5809
H -18.8090 -22.5473 -13.4416
H -15.3302 -23.0069 -14.3685
H -20.3408 -13.7288 -12.2470
H -19.8627 -11.9846 -12.3008
H -14.3134 -15.6377 -3.2243
H -14.2889 -23.0665 -7.7073
H -14.2856 -18.5093 -16.3683
H -14.6673 -14.6846 -8.0968
H -15.2241 -19.1047 -12.5122
H -11.9589 -23.4361 -5.7060
H -17.6473 -20.9441 -16.9062
H -12.9902 -24.6398 -6.3937
H -13.1638 -17.3520 -8.1045
H -12.2286 -19.2860 -11.8267
H -15.2730 -24.1303 -12.9744
H -11.4944 -20.1874 -14.2856
H -12.2377 -20.8845 -7.3256
H -13.5751 -20.7351 -8.3071
H -19.7391 -18.0413 -12.8658
H -18.3028 -20.9179 -8.7882
H -11.4456 -21.8942 -9.6532
H -13.8181 -14.4598 -4.5217
H -12.3219 -13.4985 -11.7650
H -16.5324 -23.2668 -8.7408
H -17.4212 -17.1958 -7.9650
H -15.3156 -21.9062 -18.1158
H -9.1378 -20.9633 -13.5332
H -17.0973 -22.4872 -7.2373
H -7.6749 -19.2325 -12.3875
H -19.5329 -21.1442 -12.5388
H -21.2048 -22.7174 -5.8135
H -16.6051 -20.9187 -8.9078
H -13.9774 -22.1567 -6.1010
H -20.5613 -22.3512 -13.5205
H -11.5753 -17.7061 -8.9449
H -12.3163 -16.2747 -12.4631
H -19.1422 -13.1213 -13.4538
H -19.3706 -16.3885 -12.4259
H -16.7545 -19.6555 -17.7474
H -21.7480 -22.0973 -7.3550
H -11.5630 -15.1297 -13.3858
H -11.2203 -20.7566 -11.8663
```

net charge: 0
Kohn-Sham gap: 9.73 eV
HOMO energy: -10.08 eV

Atom charges from the Löwdin analysis, given in e for atoms 1 to 2: 0.713 0.765

[2]
Below is a 5-piece molecular cluster, C32H73BrN3O9 overall at a distorted geometry, with properties calculated with ωB97M-V with the def2-TZVPD basis set.

```
118
Properties=species:S:1:pos:R:3
Br 1.7637 3.8826 -4.3385
O 2.0239 -3.3793 -3.1784
O 1.0845 -0.5914 2.9687
O -0.8644 -0.3250 0.7908
O -2.1290 -1.9524 6.2511
O -4.0353 -3.7386 7.6043
O -6.6490 3.5400 2.7472
O 4.7066 0.3331 1.9423
O -4.4755 2.5476 1.0360
O 5.8927 1.5349 4.3592
N 0.9007 2.2215 -4.4790
N 1.9951 1.4948 -6.4642
N 2.2067 0.2570 -4.5018
C -1.7055 -0.7502 -2.3741
C 0.0298 -0.4263 3.9066
C 1.3331 -2.8016 -2.0844
C -5.7684 3.4511 3.8531
C -1.0969 -2.5781 6.9934
C -4.0430 -2.8381 8.6980
C 1.7011 1.3124 -5.2027
C -5.5787 3.3140 0.5768
C 1.0178 -3.8840 -5.3412
C -4.8272 1.2368 1.4409
C 3.9791 0.6862 3.1154
C -1.1612 0.8586 -4.2726
C 5.5709 -0.7736 2.1277
C 1.4997 2.5548 -7.3456
C 1.5316 -1.5255 -6.2072
C -0.8064 0.4107 -2.8515
C -0.7541 1.0756 0.9684
C 0.3867 -0.9818 0.6844
C 0.8400 -1.5868 1.9954
C 3.2659 0.6794 -3.5096
C -2.9799 -2.8764 5.5910
C 6.9578 2.0078 3.5562
C 2.6077 -0.9294 -5.3010
C 1.3129 -4.3522 -3.9201
C 3.0427 0.3193 -1.0385
C -6.1126 4.2461 1.6437
C 0.5457 -2.4126 -5.4326
C 2.7056 0.9777 -2.1484
C -1.1848 3.3168 -3.7924
C 4.6077 1.8500 3.8505
C -0.5669 2.2214 -4.6826
C -4.2659 -3.1194 6.3523
H 5.0043 -1.7120 2.1269
H 4.6592 2.7283 3.1975
H 2.9284 0.8266 -0.0873
H -0.7030 3.3324 -2.8147
H 2.9424 -1.6929 -4.5968
H -6.3773 2.6566 0.2187
H 1.7873 -2.1102 1.8210
H 1.8896 -4.0653 -5.9751
H 3.9822 -0.1359 -3.4322
H 1.9917 2.4359 -8.3100
H 1.4670 -1.7158 -2.1208
H 0.2727 -1.7881 -0.0485
H 6.2743 -0.7869 1.2957
H 7.1071 3.0827 3.7048
H -3.4744 -1.9311 8.4811
H -0.4127 -2.4137 -5.9525
H -1.1396 4.3010 -4.2537
H -0.9652 1.2316 -2.1491
H 7.8611 1.4859 3.8678
H 1.9495 -5.2416 -3.9852
H -4.8110 -2.1786 6.4823
H 0.0513 -1.2231 4.6541
H 3.7367 1.6031 -3.8573
H -0.6821 -1.8401 7.6783
H 1.7575 3.5379 -6.9633
H 0.4313 2.4552 -7.5241
H -4.8951 -3.7958 5.7657
H 0.1808 0.5277 4.4098
H -2.4589 -3.8241 5.4199
H -6.1476 2.6721 4.5124
H -5.7437 4.3970 4.4041
H -2.6631 -0.7389 -2.8984
H 6.7834 1.8136 2.4951
H -1.4650 -3.4270 7.5726
H -2.2341 3.0831 -3.6123
H -1.8962 -0.6606 -1.3046
H 6.1312 -0.6966 3.0613
H -3.2293 -2.4476 4.6146
H 0.1121 -2.3204 2.3573
H -0.9679 0.0793 -5.0159
H 3.3947 -0.7081 -1.0470
H -5.2285 3.9132 -0.2694
H -4.7537 3.1895 3.5438
H -5.0689 -2.5639 8.9655
H 1.1484 -0.2892 0.3181
H 0.4054 -4.6823 -3.4045
H 0.0088 1.3361 1.7050
H -0.5151 1.5690 0.0169
H 3.4984 -0.6812 -5.9055
H -2.2411 1.0256 -4.2925
H 0.2475 0.1344 -2.7842
H 3.8826 -0.1761 3.7804
H 1.7679 -3.1612 -1.1480
H 0.2589 -2.9978 -2.1208
H 0.2346 -4.5383 -5.7341
H -5.3276 4.9360 1.9706
H -3.5876 -3.3476 9.5455
H -5.7336 1.2201 2.0492
H 2.0652 -2.1708 -6.9101
H -0.3002 -2.9232 6.3237
H -0.9488 -0.4147 3.4228
H -4.0014 0.8402 2.0310
H 0.4267 -2.0339 -4.4171
H 1.0283 -0.7715 -6.8150
H -6.9236 4.8397 1.2110
H 3.9734 2.1021 4.7057
H -1.7191 1.4426 1.3142
H -4.9712 0.5910 0.5672
H 2.6252 0.8343 -6.8988
H -0.8661 2.4689 -5.7064
H 2.9751 0.9702 2.7959
H -1.2447 -1.7224 -2.5512
H 1.9500 1.7582 -2.0880
```

net charge: +1
Kohn-Sham gap: 6.84 eV
HOMO energy: -10.53 eV

Atom charges from the Löwdin analysis, given in e for atoms 1 to 2: 0.915 -0.198

LUMO energy for every record listed, in sequence, given in eV: -0.34; -3.68.
Calculated total energy for every record listed, in sequence, given in eV: -151011.349; -127294.454.